C4H3NOS | ωB97M-V/def2-TZVPD

Last column: natural (NBO) charge in e.
Cartesian coordinates (Å):
O (-3.2717, -0.8624, 0.1822)  -0.4843
C (-2.1295, -0.8768, 0.0245)  0.9155
N (-0.9762, -1.0059, -0.2368)  -0.5483
C (0.3547, -0.9885, -0.0862)  0.0998
C (1.1675, 0.0895, 0.0384)  -0.3285
C (0.8260, 1.4705, 0.0416)  -0.2953
S (-0.6693, 2.1292, -0.0311)  0.0090
H (0.7983, -1.9752, -0.1381)  0.2075
H (2.2246, -0.1281, 0.1190)  0.2213
H (1.6755, 2.1476, 0.0865)  0.2032

Output
calculated total energy: -682.363021 hartree
ΔE to the lowest compared entry with this formula, charge and spin: 4.82 kcal per mole
structure (SMILES): O=C=N/C=C\C=S
spin multiplicity: 1
LUMO energy: -0.0391 Eh
HOMO-LUMO gap: 7.642 eV

C2HNO5 | ωB97M-V/def2-TZVPD

Last column: natural (NBO) charge in e.
Cartesian coordinates (Å):
O (-0.7702, 1.4538, 1.9562)  -0.5079
C (-0.3856, 0.8279, 1.0375)  0.9607
O (0.2891, -0.4443, 1.1730)  -0.4886
C (0.5590, -0.9121, -0.1018)  0.8316
O (1.0773, -1.9762, -0.3591)  -0.4896
N (0.3696, 0.2029, -0.9875)  0.0731
O (-0.5592, -0.2668, -2.0131)  -0.5306
O (-0.4702, 1.1193, -0.2383)  -0.3393
H (-0.1612, -0.0009, -2.8513)  0.4906

Output
calculated total energy: -507.686507 hartree
ΔE to the lowest compared entry with this formula, charge and spin: 4.98 kcal per mole
structure (SMILES): O=c1oc(=O)n(O)o1
spin multiplicity: 1
LUMO energy: 0.0002 Eh
HOMO-LUMO gap: 11.750 eV